Entry 1:
Formula: C20H52N4O6
Source: OMol25
Level of theory: the ωB97M-V functional and the def2-TZVPD basis

```
82
Properties=species:S:1:pos:R:3:forces:R:3
C -0.67332 -0.69191 5.38338 0.9254 0.4184 0.9392
O -1.16301 -1.92288 4.93559 0.0066 0.5000 -0.6932
C -1.57323 -2.75230 5.98091 0.5347 -1.8038 -0.3523
C -1.65195 -4.21937 5.41208 0.1502 -0.2696 0.0837
C -3.05507 -4.47327 4.86929 0.5344 -0.6229 0.5633
N -1.26784 -5.24561 6.40895 -0.6508 -0.0448 1.0627
H -1.29014 -0.20635 6.14913 -0.3775 -0.1550 -0.1374
H -0.48663 0.04130 4.59988 -0.3471 -0.4121 -0.4430
H 0.29576 -0.85809 5.87436 0.0648 0.0356 0.0331
H -0.85436 -2.80336 6.80811 0.0962 0.4446 0.0173
H -2.53642 -2.38752 6.35245 -0.0586 -0.3339 0.2113
H -0.91816 -4.47441 4.64721 -0.1075 1.5197 -0.6353
H -3.75012 -4.38874 5.70596 -0.1962 0.0899 -0.1496
H -3.09905 -5.50415 4.51137 -0.2201 0.0630 -0.2173
H -3.30619 -3.78140 4.06806 -0.0225 0.0260 0.0309
H -1.28191 -6.16896 5.98972 -0.3782 0.0689 -0.1354
H -0.30157 -5.15702 6.70278 -0.0128 0.4642 -0.0263
C -0.45878 0.81352 0.68240 -1.6570 1.1409 -0.5617
O -1.13595 1.43837 1.76837 1.1548 0.2397 1.4520
C -2.12664 2.35302 1.39811 -0.6630 0.3563 -1.2011
C -2.69006 3.26066 2.50248 0.6750 0.1401 0.7407
C -3.15694 2.33023 3.62335 0.6786 -0.5029 0.4712
N -3.81155 4.02270 1.93728 -0.3324 -1.4525 -0.2532
H 0.47833 0.31890 0.91676 -0.2753 -0.1255 0.6740
H -0.23453 1.59985 -0.04728 0.1264 -0.1468 -0.2297
H -1.23168 0.16277 0.26422 0.6013 -0.5306 -0.4995
H -1.82422 2.95738 0.53447 0.2977 0.1703 0.1294
H -3.00435 1.80027 1.02454 -0.0997 -0.1574 -0.0461
H -1.98918 4.04042 2.81516 0.4187 -0.5176 0.2079
H -2.34052 1.83111 4.15301 0.2577 0.1615 -0.2254
H -3.67842 1.49965 3.13853 -0.4083 0.1096 0.1899
H -3.75641 2.76568 4.42391 -0.2328 0.3112 -0.3580
H -4.47776 3.24662 1.89205 -0.6848 0.6957 -0.5608
H -4.19814 4.63252 2.64896 0.1646 0.0854 0.0776
C -0.37253 -3.44793 2.22301 1.6888 1.1167 -0.2681
O 0.54542 -3.82411 1.19585 -0.6522 -1.0983 -0.5667
C 1.63919 -3.00386 0.89691 0.7202 0.8402 1.1607
C 2.12942 -3.29141 -0.49118 0.0692 -1.4756 -1.2394
N 3.49423 -2.91134 -0.80703 0.4567 0.9504 0.6279
C 3.81930 -1.49342 -0.80918 -0.8791 0.3411 -1.0107
C 4.97246 -1.12417 -1.77654 -0.2395 -1.1217 1.4324
O 4.88357 -1.98631 -2.90603 0.7211 0.8289 0.1418
C 4.22003 -1.41640 -3.98773 -0.6113 0.2089 -1.7837
H 0.22939 -3.13514 3.07835 -0.3060 0.0975 0.2851
H -1.00917 -4.26717 2.53757 0.0510 -0.2121 -0.4938
H -0.94488 -2.58701 1.87337 -0.3192 -0.0110 0.1906
H 2.48287 -3.14715 1.58704 -0.0447 -0.4331 0.1862
H 1.42933 -1.93442 1.03370 -0.4896 0.0713 -0.2285
H 1.34104 -3.00472 -1.20305 0.1892 0.6212 -0.1931
H 2.16997 -4.37563 -0.63431 -0.3263 -0.1207 0.4239
H 3.87507 -3.32564 -1.64234 -0.4173 -0.2493 -0.1069
H 3.97080 -1.17170 0.22168 0.1950 0.4191 -0.1443
H 3.02093 -0.89782 -1.28295 -0.6717 -0.1141 0.6305
H 5.90354 -1.28515 -1.22975 0.3270 -0.1374 -0.5950
H 4.87447 -0.07005 -2.03243 0.1629 0.0064 -0.2020
H 4.57165 -0.44777 -4.36668 0.4589 0.1943 0.7678
H 3.13564 -1.29191 -3.88520 -0.0274 -0.2098 0.4705
H 4.36953 -2.03479 -4.87659 -0.0338 -0.4333 0.3177
C -2.63775 1.31157 -5.54497 0.3858 0.0672 -1.2670
O -1.79509 2.39259 -5.98556 -0.7797 -0.6433 0.9124
C -2.08909 3.58972 -5.27853 1.2987 -0.5196 0.4710
C -1.48869 3.58690 -3.85125 -0.1030 1.4582 -1.1439
N -0.03289 3.66307 -3.84808 -0.5244 -0.1359 0.8217
C 0.68799 2.42408 -3.63001 -0.0646 0.3704 -0.7864
C 2.15140 2.71645 -3.72763 1.4015 0.7288 0.2237
O 2.54231 3.03745 -5.06222 -0.8450 -0.0605 0.3314
C 3.54506 4.00451 -5.24368 0.5426 -0.6619 -1.7751
H -2.53347 0.92112 -4.53015 0.1364 0.7933 0.3620
H -2.36735 0.44516 -6.14915 -0.1454 0.1528 -0.3190
H -3.65241 1.63363 -5.77823 -0.3113 -0.4291 0.3277
H -3.14323 3.88083 -5.22211 -0.2199 -0.4404 -0.2713
H -1.55581 4.34440 -5.86037 -0.1456 0.2588 0.1316
H -1.87659 2.79404 -3.21513 0.1331 -0.0939 -0.0217
H -1.86153 4.54982 -3.48149 -0.0843 -0.1496 0.5517
H 0.29923 4.16810 -4.65668 0.1160 -0.2439 -0.1283
H 0.41528 1.67793 -4.38766 0.0691 -0.2970 0.1775
H 0.48967 2.04605 -2.62504 -0.1438 -0.0596 -0.0313
H 2.77008 1.90126 -3.33582 -0.0807 -0.2674 -0.1937
H 2.40902 3.58914 -3.11743 -0.3129 -0.0081 0.2677
H 4.52231 3.67275 -4.88271 -0.0713 0.1994 0.5507
H 3.34138 5.05948 -5.04507 -0.4161 -0.1983 0.8471
H 3.65889 3.98535 -6.33308 0.1801 0.1345 -0.0005
```
Forces are in eV/Å.

The value obtained for the relative energy (zero: lowest compared OMol25 entry of this formula, charge and spin) is 169.8 kJ/mol. The calculation puts the largest force on an atom at 2.1 eV/Å. The HOMO energy comes out at -8.40 eV. Its spin multiplicity is 1. As for the SMILES: COC[C@H](C)N.COC[C@H](C)N.COCCNCCOC.COCCNCCOC. The LUMO energy is 0.0236 Ha. Its HOMO-LUMO gap is 0.3324 Eh.

Here are the Mulliken charges for atoms 1 to 6, given in e:
1. C -0.78
2. O -0.12
3. C -0.86
4. C 0.93
5. C -1.73
6. N -0.81

Entry 2:
Formula: C20H52N6O6P2S
Source: OMol25
Level of theory: the ωB97M-V functional and the def2-TZVPD basis

```
87
Properties=species:S:1:pos:R:3:forces:R:3
C 2.61467 1.81647 1.70736 -0.5228 0.3200 -0.0703
C 2.03994 3.20989 1.42209 0.0713 -0.0496 0.8130
C 0.85034 3.44395 2.35378 -0.0691 -0.7683 -0.3720
O -0.20331 4.10968 1.65816 0.1208 0.3428 0.1857
C -1.32475 4.37364 2.46686 -0.0034 0.1139 -0.1621
C -2.60680 3.74674 1.88980 0.0061 0.3305 0.4014
C -3.66504 3.63148 2.98365 0.3974 -0.0981 -0.0120
C -3.28171 2.55127 4.01764 -0.3518 0.8853 -0.4831
S -2.35111 1.13655 3.44081 0.2302 -1.4792 2.0064
O -1.26886 0.94564 4.35642 0.6235 0.5687 -0.2304
O -3.24095 0.01721 3.39288 -0.6294 0.2328 -1.1460
O -1.69956 1.45140 2.03698 -0.4057 0.5440 0.1875
C -2.37986 2.42101 1.20593 -0.2292 0.2302 -0.5898
H 3.58063 1.66461 1.23248 0.0164 -0.0892 0.0072
H 2.68947 1.68345 2.78837 0.2754 -0.1089 -0.0011
H 1.89495 1.07811 1.34865 0.1700 -0.1663 -0.0699
H 1.71471 3.29217 0.38940 0.1246 0.1045 -0.0995
H 2.80048 3.95163 1.67167 0.0249 0.1594 -0.4572
H 0.47600 2.46288 2.66441 -0.0819 0.0398 0.1542
H 1.15059 3.97273 3.26462 -0.0986 0.2536 -0.0867
H -1.14810 4.05712 3.49930 0.0218 -0.2340 -0.0484
H -1.48897 5.45598 2.51385 0.0371 0.0307 0.0176
H -2.98494 4.43572 1.13023 -0.0130 -0.1529 -0.1652
H -4.63886 3.44912 2.53173 -0.0427 -0.1239 0.0897
H -3.70970 4.57757 3.52617 -0.2315 0.0420 -0.0428
H -4.17753 2.15442 4.48738 0.0924 -0.3011 -0.0150
H -2.68126 3.01590 4.79382 0.2456 -0.2588 0.0134
H -1.74586 2.58677 0.34048 0.2157 -0.3136 0.0560
H -3.33254 2.00555 0.86632 0.0144 -0.1041 0.0292
C 0.16032 3.95427 -4.28709 -0.0725 0.0891 0.0313
N 1.27080 3.02380 -4.19464 -0.2826 -0.2946 -0.1238
C 2.56344 3.69561 -4.33122 0.2351 -0.3011 -0.1603
P 1.34618 1.68236 -3.13403 -4.5480 1.5130 -0.7656
O 1.70936 2.23954 -1.80500 2.3622 -1.3219 -0.1503
N -0.21817 0.99627 -2.80862 -0.3867 0.3723 -0.7572
C -1.43756 1.78686 -2.83144 -0.0195 0.0903 0.0630
C -0.16218 0.18247 -1.60103 0.2508 -0.1065 0.1048
N 1.72886 0.47125 -4.26200 2.6334 -0.3876 1.7272
C 3.11350 -0.00515 -4.28806 0.1121 0.0980 0.0418
C 1.11815 0.52552 -5.56607 -0.3192 0.0847 -0.2779
H 0.36008 4.66401 -5.09229 0.1327 0.0179 0.0487
H -0.00638 4.52020 -3.36072 0.0025 0.0299 -0.0352
H -0.76036 3.45384 -4.56378 0.0312 0.0091 0.0167
H 2.90982 3.66088 -5.36973 -0.0313 0.1039 -0.0080
H 3.33191 3.22549 -3.71301 -0.0271 0.0130 0.0274
H 2.50489 4.74009 -4.01906 -0.0305 -0.0307 0.0971
H -1.36667 2.72153 -2.25624 -0.0726 -0.0139 0.0067
H -2.25526 1.19666 -2.41269 0.0899 -0.0643 0.0896
H -1.73757 2.01985 -3.85128 0.0078 0.0172 0.0234
H -0.18156 0.79262 -0.68853 0.0486 -0.0461 0.0202
H 0.75298 -0.41423 -1.57924 -0.0162 0.0179 -0.0002
H -1.00264 -0.51361 -1.57961 -0.0491 0.0491 -0.1060
H 3.79958 0.69970 -4.77791 -0.0058 -0.0814 -0.0733
H 3.17488 -0.96089 -4.81038 -0.0801 0.0150 -0.0309
H 3.47223 -0.16948 -3.27053 -0.0255 0.0463 -0.0003
H 1.59515 1.25269 -6.23301 -0.0065 0.0453 0.0706
H 0.05659 0.75760 -5.49664 0.0319 0.0572 0.1124
H 1.20231 -0.46438 -6.02112 0.0319 -0.0268 0.0783
C -1.53784 -2.95580 0.41888 -0.0527 -0.0415 -0.1886
N -0.62503 -3.32534 1.48414 0.1256 -0.0981 -0.3214
C -0.77242 -2.42776 2.63586 0.4750 0.0471 0.1388
P -0.20141 -4.91856 1.92260 -1.8023 0.3382 -4.4489
O -1.33290 -5.43977 2.73196 1.6807 -0.1065 2.1381
N -0.21404 -6.01020 0.56595 0.0935 0.6909 -0.6298
C -1.09108 -5.81605 -0.57764 -0.0959 0.0269 0.0029
C -0.28263 -7.38910 1.03095 0.1276 -0.0495 0.2493
N 1.49310 -4.75652 1.87371 -0.1066 -0.8422 3.0391
C 2.19292 -4.66153 3.15590 -0.0775 0.0763 0.1175
C 2.07737 -3.93768 0.84314 0.0138 0.1900 -0.3857
H -1.55124 -1.86718 0.33237 -0.0307 0.0132 0.1724
H -2.56721 -3.30228 0.58078 0.0049 0.0473 0.0266
H -1.19549 -3.31742 -0.54548 -0.0246 0.0076 0.0418
H -0.04364 -1.61196 2.56724 -0.0995 0.0793 0.0302
H -0.60691 -2.93717 3.58768 -0.0259 -0.0668 -0.0407
H -1.77188 -1.99454 2.67623 -0.0440 -0.1009 0.0452
H -2.13732 -5.62565 -0.30251 -0.0135 -0.0419 -0.0679
H -1.06795 -6.70988 -1.20369 0.0122 -0.0852 0.1155
H -0.73645 -5.00516 -1.21150 -0.0209 -0.0075 0.0194
H -1.29498 -7.67684 1.33670 0.0184 -0.0071 0.0302
H 0.37568 -7.53810 1.88970 -0.0076 0.0186 -0.0153
H 0.05762 -8.06053 0.23983 -0.0042 0.0595 -0.0588
H 2.08816 -3.67506 3.62847 0.1035 0.0000 -0.0297
H 3.25664 -4.86605 3.02280 -0.0122 0.0109 -0.0846
H 1.80462 -5.40834 3.85047 -0.0436 0.0244 -0.0223
H 2.01177 -2.86455 1.05921 -0.0767 -0.0280 0.0155
H 1.61432 -4.12922 -0.12389 -0.1039 -0.0358 0.0713
H 3.13351 -4.20576 0.75381 -0.0181 -0.0643 0.0599
```
Forces are in eV/Å.

The value obtained for the relative energy (zero: lowest compared OMol25 entry of this formula, charge and spin) is 0.0 kJ/mol. The calculation puts the largest force on an atom at 4.9 eV/Å. The HOMO energy comes out at -7.85 eV. Its spin multiplicity is 1. As for the SMILES: CCCOC[C@@H]1CCS(=O)(=O)OC1.CN(C)P(=O)(N(C)C)N(C)C.CN(C)P(=O)(N(C)C)N(C)C. The LUMO energy is 0.0164 Ha. Its HOMO-LUMO gap is 0.3049 Eh.

Here are the Mulliken charges for atoms 1 to 6, given in e:
1. C -1.24
2. C 0.04
3. C -0.08
4. O -0.36
5. C -1.09
6. C 0.57

What is the formula in the second record? C20H52N6O6P2S